C94H216N12O20 | ωB97M-V with the def2-TZVPD basis set

Last columns: bonded neighbours and bond lengths (Å).
Positions of all 342 atoms, in Å:
1 C -13.2822 15.0372 17.8209  C2 1.553, H12 1.086, H13 1.086, H14 1.084
2 C -14.6911 14.4066 17.6479  C1 1.553, C3 1.549, N7 1.497, C11 1.517
3 C -15.0599 13.6960 18.9738  C2 1.549, C4 1.515, H15 1.051, H16 1.136
4 C -15.2823 14.7279 20.0603  C3 1.515, C5 1.529, H17 1.093, H18 1.061
5 C -16.4851 15.5261 19.5555  C4 1.529, C6 1.487, H19 1.077, H20 1.118
6 C -16.2456 16.3542 18.3440  C5 1.487, N7 1.489, C9 1.553, C10 1.564
7 N -15.6978 15.4549 17.2910  C2 1.497, C6 1.489, O8 1.420
8 O -15.4057 16.1449 16.0844  N7 1.420, H30 1.009
9 C -17.6201 16.8438 17.8127  C6 1.553, H21 1.117, H22 1.072, H23 1.088
10 C -15.3402 17.6034 18.5982  C6 1.564, H24 1.123, H25 1.123, H26 1.111
11 C -14.6529 13.2833 16.6289  C2 1.517, H27 1.162, H28 1.050, H29 1.067
12 H -13.2433 15.9151 18.4594  C1 1.086
13 H -12.8378 15.2664 16.8565  C1 1.086
14 H -12.6525 14.3877 18.4181  C1 1.084
15 H -15.9609 13.1651 18.8680  C3 1.051
16 H -14.2416 12.9267 19.1433  C3 1.136
17 H -14.3932 15.3394 20.2354  C4 1.093
18 H -15.5699 14.2292 20.9518  C4 1.061
19 H -16.8558 16.2163 20.2944  C5 1.077
20 H -17.2429 14.7373 19.3265  C5 1.118
21 H -17.9537 17.5693 18.5937  C9 1.117
22 H -17.5936 17.2603 16.8253  C9 1.072
23 H -18.3244 16.0213 17.7089  C9 1.088
24 H -14.3756 17.2346 19.0384  C10 1.123
25 H -15.0722 17.9694 17.5706  C10 1.123
26 H -15.9086 18.3931 19.1339  C10 1.111
27 H -13.6620 12.6870 16.7384  C11 1.162
28 H -14.7227 13.5279 15.6104  C11 1.050
29 H -15.5011 12.6907 16.8883  C11 1.067
30 H -14.4330 16.4129 16.1000  O8 1.009
31 C -25.8386 10.8823 20.9721  C32 1.604, H42 1.090, H43 1.108, H44 1.148
32 C -26.2681 9.9617 22.2129  C31 1.604, C33 1.565, N37 1.496, C41 1.503
33 C -25.4183 10.3258 23.4759  C32 1.565, C34 1.522, H45 1.086, H46 1.098
34 C -25.7832 11.7160 23.9765  C33 1.522, C35 1.481, H47 1.133, H48 1.060
35 C -27.2145 11.6870 24.3576  C34 1.481, C36 1.534, H49 1.123, H50 1.082
36 C -28.1574 11.3759 23.1888  C35 1.534, N37 1.456, C39 1.583, C40 1.532
37 N -27.6896 10.1044 22.6556  C32 1.496, C36 1.456, O38 1.432
38 O -28.6369 9.6145 21.6994  N37 1.432, H60 1.007
39 C -29.5733 11.0818 23.8324  C36 1.583, H51 1.082, H52 1.075, H53 1.109
40 C -28.2731 12.5722 22.2396  C36 1.532, H54 1.105, H55 1.082, H56 1.070
41 C -25.9783 8.5471 21.7961  C32 1.503, H57 1.086, H58 1.067, H59 1.056
42 H -24.8221 10.6369 20.6636  C31 1.090
43 H -25.8957 11.9674 21.1889  C31 1.108
44 H -26.6702 10.6718 20.2090  C31 1.148
45 H -25.6970 9.5812 24.2149  C33 1.086
46 H -24.3644 10.1428 23.2284  C33 1.098
47 H -25.6427 12.5085 23.1790  C34 1.133
48 H -25.1653 11.8858 24.8211  C34 1.060
49 H -27.5034 12.6836 24.7859  C35 1.123
50 H -27.3994 10.9425 25.1209  C35 1.082
51 H -29.7038 11.9267 24.4963  C39 1.082
52 H -30.3272 10.9646 23.0745  C39 1.075
53 H -29.4603 10.0811 24.2977  C39 1.109
54 H -28.8316 12.2399 21.3465  C40 1.105
55 H -28.8753 13.3453 22.6988  C40 1.082
56 H -27.3365 13.0310 22.0020  C40 1.070
57 H -25.9095 7.8558 22.6304  C41 1.086
58 H -25.0090 8.5137 21.3518  C41 1.067
59 H -26.7234 8.1697 21.1507  C41 1.056
60 H -28.4739 10.1875 20.8881  O38 1.007
61 C -22.5650 18.6546 24.6852  C62 1.552, H72 1.090, H73 1.074, H74 1.062
62 C -22.0910 18.8240 26.1532  C61 1.552, C63 1.510, N67 1.478, C71 1.526
63 C -23.3107 18.9348 27.0372  C62 1.510, C64 1.585, H75 1.107, H76 1.021
64 C -22.9303 18.8736 28.5744  C63 1.585, C65 1.526, H77 1.091, H78 1.090
65 C -22.3325 17.4965 28.8495  C64 1.526, C66 1.592, H79 1.087, H80 1.132
66 C -21.0318 17.3446 27.9437  C65 1.592, N67 1.449, C69 1.572, C70 1.511
67 N -21.4592 17.5559 26.5753  C62 1.478, C66 1.449, O68 1.465
68 O -20.2562 17.2915 25.7820  N67 1.465, H90 0.969
69 C -19.8415 18.2079 28.5006  C66 1.572, H81 1.100, H82 1.100, H83 1.081
70 C -20.6314 15.8918 28.0592  C66 1.511, H84 1.090, H85 1.063, H86 1.112
71 C -21.1218 19.9996 26.2320  C62 1.526, H87 1.084, H88 1.127, H89 1.122
72 H -23.0188 19.5663 24.2966  C61 1.090
73 H -23.1402 17.7474 24.6687  C61 1.074
74 H -21.8108 18.3986 23.9830  C61 1.062
75 H -23.9522 19.8173 26.8507  C63 1.107
76 H -23.9418 18.1350 26.9629  C63 1.021
77 H -23.7992 19.0665 29.2047  C64 1.091
78 H -22.2005 19.6313 28.8608  C64 1.090
79 H -22.9911 16.6864 28.5450  C65 1.087
80 H -22.0721 17.3504 29.9416  C65 1.132
81 H -19.2770 17.5790 29.2042  C69 1.100
82 H -19.0671 18.5127 27.7820  C69 1.100
83 H -20.2345 19.0372 29.0723  C69 1.081
84 H -19.7342 15.6374 27.4955  C70 1.090
85 H -20.5493 15.6639 29.0944  C70 1.063
86 H -21.3936 15.1934 27.6503  C70 1.112
87 H -20.2113 19.7783 25.6864  C71 1.084
88 H -20.8285 20.3069 27.2753  C71 1.127
89 H -21.5110 20.9209 25.7241  C71 1.122
90 H -20.6873 16.8057 25.0627  O68 0.969
91 C -22.1652 22.1652 20.5373  C92 1.532, H102 1.076, H103 1.113, H104 1.123
92 C -20.7836 21.6582 20.9646  C91 1.532, C93 1.507, N97 1.468, C101 1.560
93 C -20.3422 20.4664 20.1553  C92 1.507, C94 1.523, H105 1.032, H106 1.115
94 C -18.8951 20.0973 20.4542  C93 1.523, C95 1.518, H107 1.114, H108 1.086
95 C -17.9013 21.2007 20.1395  C94 1.518, C96 1.549, H109 1.076, H110 1.124
96 C -18.3088 22.5010 20.8762  C95 1.549, N97 1.532, C99 1.605, C100 1.508
97 N -19.8112 22.7179 20.6709  C92 1.468, C96 1.532, O98 1.383
98 O -20.2049 23.8199 21.4080  N97 1.383, H120 0.959
99 C -17.7840 22.6089 22.3891  C96 1.605, H111 1.096, H112 1.106, H113 1.113
100 C -17.6370 23.6346 20.1422  C96 1.508, H114 1.139, H115 1.101, H116 1.089
101 C -20.8578 21.2746 22.4750  C92 1.560, H117 1.090, H118 1.102, H119 1.075
102 H -22.0600 22.8486 19.7127  C91 1.076
103 H -22.5516 22.7883 21.3746  C91 1.113
104 H -22.8522 21.3112 20.2937  C91 1.123
105 H -20.9891 19.6693 20.2580  C93 1.032
106 H -20.2858 20.7392 19.0753  C93 1.115
107 H -18.6129 19.2202 19.8289  C94 1.114
108 H -18.7167 19.7383 21.4637  C94 1.086
109 H -17.9171 21.2812 19.0662  C95 1.076
110 H -16.9118 20.8544 20.5457  C95 1.124
111 H -18.3956 23.3736 22.8817  C99 1.096
112 H -17.8445 21.6193 22.8789  C99 1.106
113 H -16.7176 22.9127 22.2969  C99 1.113
114 H -17.7385 24.5818 20.7670  C100 1.139
115 H -16.5639 23.4029 20.0638  C100 1.101
116 H -17.9822 23.7197 19.1133  C100 1.089
117 H -21.6666 20.5512 22.5818  C101 1.090
118 H -21.0956 22.1842 23.0503  C101 1.102
119 H -19.9311 20.8404 22.8041  C101 1.075
120 H -20.6318 24.3797 20.7561  O98 0.959
121 C -20.3461 15.1177 20.5284  C122 1.536, H132 1.074, H133 1.112, H134 1.091
122 C -21.6525 15.3293 19.7483  C121 1.536, C123 1.521, N127 1.473, C131 1.522
123 C -22.2774 14.0287 19.2658  C122 1.521, C124 1.519, H135 1.104, H136 1.131
124 C -23.2394 13.3556 20.2292  C123 1.519, C125 1.482, H137 1.135, H138 1.114
125 C -24.0923 14.3268 20.9545  C124 1.482, C126 1.559, H139 1.086, H140 1.113
126 C -23.3379 15.5800 21.4944  C125 1.559, N127 1.438, C129 1.546, C130 1.533
127 N -22.7290 16.1526 20.3248  C122 1.473, C126 1.438, O128 1.437
128 O -22.0941 17.3857 20.7001  N127 1.437, H150 0.962
129 C -24.4282 16.6153 21.8545  C126 1.546, H141 1.108, H142 1.124, H143 1.144
130 C -22.4535 15.2513 22.7022  C126 1.533, H144 1.074, H145 1.103, H146 1.058
131 C -21.2147 15.9781 18.4431  C122 1.522, H147 1.071, H148 1.096, H149 1.053
132 H -20.5141 14.4100 21.3182  C121 1.074
133 H -19.9079 16.0831 20.8653  C121 1.112
134 H -19.6463 14.6712 19.8202  C121 1.091
135 H -22.8973 14.2475 18.3790  C123 1.104
136 H -21.4300 13.3337 18.9880  C123 1.131
137 H -22.7464 12.7387 21.0442  C124 1.135
138 H -23.8478 12.6828 19.5826  C124 1.114
139 H -24.5483 13.7976 21.7858  C125 1.086
140 H -24.9155 14.7424 20.3308  C125 1.113
141 H -24.9300 17.0666 20.9760  C129 1.108
142 H -25.1806 16.3791 22.6550  C129 1.124
143 H -23.9179 17.5533 22.2655  C129 1.144
144 H -23.0934 15.0353 23.5366  C130 1.074
145 H -21.8549 14.3331 22.5811  C130 1.103
146 H -21.7842 16.0307 22.9550  C130 1.058
147 H -22.0198 16.1411 17.7564  C131 1.071
148 H -20.5089 15.4167 17.8204  C131 1.096
149 H -20.7696 16.9053 18.6668  C131 1.053
150 H -22.3033 17.9242 19.9309  O128 0.962
151 C -26.3657 14.0061 18.0355  C152 1.484, H162 1.066, H163 1.121, H164 1.150
152 C -27.3845 13.9449 16.9583  C151 1.484, C153 1.600, N157 1.405, C161 1.536
153 C -28.5553 15.0327 17.0229  C152 1.600, C154 1.545, H165 1.089, H166 1.134
154 C -27.9650 16.4158 16.6663  C153 1.545, C155 1.574, H167 1.100, H168 1.058
155 C -27.2615 16.4101 15.2587  C154 1.574, C156 1.501, H169 1.100, H170 1.107
156 C -26.2461 15.3074 15.1765  C155 1.501, N157 1.484, C159 1.602, C160 1.604
157 N -26.9140 14.0652 15.6396  C152 1.405, C156 1.484, O158 1.425
158 O -25.9622 13.0222 15.4444  N157 1.425, H180 0.982
159 C -25.9623 15.0926 13.6149  C156 1.602, H171 1.105, H172 1.080, H173 1.086
160 C -24.8817 15.7263 15.9090  C156 1.604, H174 1.109, H175 1.077, H176 1.141
161 C -28.0054 12.5406 16.9946  C152 1.536, H177 1.080, H178 1.071, H179 1.102
162 H -26.0450 14.9981 18.2593  C151 1.066
163 H -25.4962 13.3212 17.8587  C151 1.121
164 H -26.8860 13.7362 19.0248  C151 1.150
165 H -29.2383 14.7873 16.2110  C153 1.089
166 H -29.2171 15.0577 17.9432  C153 1.134
167 H -27.2729 16.8065 17.4265  C154 1.100
168 H -28.6718 17.2015 16.7042  C154 1.058
169 H -26.9207 17.4223 14.9948  C155 1.100
170 H -28.0577 16.2094 14.5161  C155 1.107
171 H -25.7671 16.0910 13.1845  C159 1.105
172 H -25.0451 14.5379 13.4852  C159 1.080
173 H -26.8361 14.5521 13.2634  C159 1.086
174 H -24.3420 14.8084 16.2192  C160 1.109
175 H -24.3224 16.3399 15.2233  C160 1.077
176 H -24.9845 16.4080 16.8179  C160 1.141
177 H -28.7384 12.4596 17.7838  C161 1.080
178 H -27.2409 11.8118 17.1704  C161 1.071
179 H -28.4398 12.4319 15.9880  C161 1.102
180 H -26.4929 12.3630 14.9465  O158 0.982
181 C -24.9003 9.0796 16.5986  C182 1.556, H184 1.091, H185 1.093, H186 1.074
182 C -24.7900 9.7183 18.0132  C181 1.556, O183 1.382, H187 1.106, H188 1.071
183 O -23.6666 10.5123 18.1477  C182 1.382, H189 0.996
184 H -24.1004 8.3570 16.4284  C181 1.091
185 H -24.8254 9.8632 15.8402  C181 1.093
186 H -25.8504 8.6087 16.4265  C181 1.074
187 H -24.8190 8.9442 18.8026  C182 1.106
188 H -25.6464 10.3604 18.0586  C182 1.071
189 H -22.8344 10.0086 18.3592  O183 0.996
190 C -29.3142 15.7503 21.1128  C191 1.565, H193 1.087, H194 1.075, H195 1.080
191 C -27.8256 16.2032 20.9463  C190 1.565, O192 1.416, H196 1.160, H197 1.061
192 O -27.5069 17.4291 21.5800  C191 1.416, H198 1.013
193 H -29.5230 14.8481 20.5434  C190 1.087
194 H -29.9661 16.5552 20.8248  C190 1.075
195 H -29.5051 15.5710 22.1601  C190 1.080
196 H -27.5035 16.3209 19.8382  C191 1.160
197 H -27.1584 15.4507 21.2840  C191 1.061
198 H -27.2812 17.1910 22.5388  O192 1.013
199 C -20.2786 6.3779 16.4161  O200 1.430, H208 1.078, H209 1.089, H210 1.063
200 O -21.3107 7.2106 16.9522  C199 1.430, C201 1.460
201 C -21.2071 8.6316 16.6321  O200 1.460, C202 1.519, H211 1.072, H212 1.081
202 C -20.4612 9.4572 17.6656  C201 1.519, N203 1.446, H213 1.090, H214 1.076
203 N -21.1907 9.3979 18.9122  C202 1.446, C204 1.467, H215 1.047
204 C -20.7287 10.1983 20.0519  N203 1.467, C205 1.531, H216 1.090, H217 1.128
205 C -19.2641 10.0948 20.4859  C204 1.531, O206 1.389, H218 1.079, H219 1.081
206 O -18.4246 10.5522 19.4780  C205 1.389, C207 1.389
207 C -18.3111 11.9320 19.3689  O206 1.389, H220 1.105, H221 1.092, H222 1.123
208 H -19.3161 6.6420 16.8240  C199 1.078
209 H -20.1658 6.4572 15.3360  C199 1.089
210 H -20.4860 5.3524 16.6033  C199 1.063
211 H -22.2303 8.9214 16.4965  C201 1.072
212 H -20.6909 8.7960 15.6967  C201 1.081
213 H -20.3472 10.4720 17.2836  C202 1.090
214 H -19.4475 9.0980 17.6970  C202 1.076
215 H -21.3104 8.3770 19.1136  N203 1.047
216 H -21.2717 9.8558 20.9323  C204 1.090
217 H -21.1132 11.2401 19.8545  C204 1.128
218 H -19.0270 9.0568 20.6589  C205 1.079
219 H -19.1040 10.7657 21.3186  C205 1.081
220 H -17.5528 12.0990 18.5825  C207 1.105
221 H -18.0817 12.3542 20.3499  C207 1.092
222 H -19.2945 12.4159 19.1253  C207 1.123
223 C -25.7256 22.1320 19.7939  O224 1.413, H232 1.090, H233 1.096, H234 1.076
224 O -25.0571 21.0900 19.1121  C223 1.413, C225 1.419
225 C -25.1838 19.7757 19.6310  O224 1.419, C226 1.478, H235 1.082, H236 1.121
226 C -24.6413 18.8648 18.6015  C225 1.478, N227 1.472, H237 1.133, H238 1.075
227 N -23.1972 19.0536 18.3853  C226 1.472, C228 1.435, H239 1.003
228 C -22.8507 18.6779 17.0444  N227 1.435, C229 1.551, H240 1.062, H241 1.081
229 C -21.3478 18.9178 16.7465  C228 1.551, O230 1.411, H242 1.135, H243 1.118
230 O -21.1334 20.3075 16.6330  C229 1.411, C231 1.443
231 C -19.7102 20.5392 16.5799  O230 1.443, H244 1.083, H245 1.096, H246 1.119
232 H -26.8077 22.0197 19.7325  C223 1.090
233 H -25.4504 23.0461 19.2560  C223 1.096
234 H -25.3741 22.1914 20.8087  C223 1.076
235 H -26.2234 19.5400 19.8173  C225 1.082
236 H -24.6298 19.5090 20.5681  C225 1.121
237 H -25.1383 18.9415 17.5859  C226 1.133
238 H -24.8413 17.8355 18.8372  C226 1.075
239 H -22.9564 20.0257 18.4375  N227 1.003
240 H -23.4053 19.1935 16.2993  C228 1.062
241 H -23.0884 17.6320 16.9130  C228 1.081
242 H -21.0409 18.3862 15.7919  C229 1.135
243 H -20.8418 18.5431 17.6699  C229 1.118
244 H -19.1351 19.8454 17.1796  C231 1.083
245 H -19.5348 21.5815 16.8714  C231 1.096
246 H -19.3818 20.4374 15.5153  C231 1.119
247 C -20.7122 12.6189 24.6081  O248 1.437, H256 1.102, H257 1.125, H258 1.084
248 O -19.8827 13.7644 24.8603  C247 1.437, C249 1.434
249 C -18.7561 13.7392 23.9737  O248 1.434, C250 1.550, H259 1.077, H260 1.127
250 C -17.5840 12.9209 24.5731  C249 1.550, N251 1.490, H261 1.052, H262 1.097
251 N -16.5644 12.8248 23.4913  C250 1.490, C252 1.436, H263 0.996
252 C -16.5620 11.7478 22.5409  N251 1.436, C253 1.588, H264 1.090, H265 1.041
253 C -15.8283 10.4134 22.9904  C252 1.588, O254 1.413, H266 1.120, H267 1.124
254 O -16.2845 9.7469 24.1498  C253 1.413, C255 1.454
255 C -17.6361 9.2201 24.0552  O254 1.454, H268 1.099, H269 1.063, H270 1.093
256 H -20.0923 11.7112 24.6890  C247 1.102
257 H -21.0694 12.6486 23.5418  C247 1.125
258 H -21.6461 12.6506 25.1570  C247 1.084
259 H -18.4909 14.7626 23.7685  C249 1.077
260 H -19.1385 13.2504 23.0328  C249 1.127
261 H -17.9522 11.9981 24.9184  C250 1.052
262 H -17.2311 13.3939 25.4981  C250 1.097
263 H -15.6698 13.0859 23.8441  N251 0.996
264 H -16.0345 11.9975 21.6207  C252 1.090
265 H -17.5280 11.5431 22.2119  C252 1.041
266 H -14.7629 10.6415 23.2490  C253 1.120
267 H -15.8231 9.7147 22.1100  C253 1.124
268 H -17.8079 8.5678 23.1869  C255 1.099
269 H -18.3171 10.0130 23.8618  C255 1.063
270 H -17.8820 8.6538 24.9571  C255 1.093
271 C -15.7179 16.8349 12.8666  O272 1.435, H280 1.076, H281 1.113, H282 1.090
272 O -17.0949 16.9957 12.4972  C271 1.435, C273 1.403
273 C -17.8858 15.9707 13.0365  O272 1.403, C274 1.541, H283 1.116, H284 1.104
274 C -18.4356 16.2656 14.4460  C273 1.541, N275 1.451, H285 1.113, H286 1.107
275 N -19.5066 15.3997 14.9013  C274 1.451, C276 1.518, H287 1.026
276 C -19.0607 13.9587 15.0683  N275 1.518, C277 1.502, H288 1.080, H289 1.085
277 C -20.2245 13.1050 15.4852  C276 1.502, O278 1.462, H290 1.055, H291 1.104
278 O -21.3042 13.1667 14.5012  C277 1.462, C279 1.399
279 C -22.4317 12.4680 14.9462  O278 1.399, H292 1.079, H293 1.088, H294 1.078
280 H -15.5892 16.8664 13.9343  C271 1.076
281 H -15.2658 17.7355 12.3951  C271 1.113
282 H -15.2540 15.9232 12.4894  C271 1.090
283 H -17.2792 15.0373 13.1151  C273 1.116
284 H -18.7323 15.8071 12.3465  C273 1.104
285 H -18.8029 17.3159 14.4610  C274 1.113
286 H -17.6564 16.1863 15.2278  C274 1.107
287 H -20.2294 15.3077 14.1796  N275 1.026
288 H -18.2925 13.9006 15.8258  C276 1.080
289 H -18.6848 13.4485 14.1871  C276 1.085
290 H -20.5587 13.4472 16.4256  C277 1.055
291 H -19.8306 12.0795 15.5918  C277 1.104
292 H -22.0509 11.6816 15.5791  C279 1.079
293 H -22.9833 12.0437 14.1104  C279 1.088
294 H -23.0605 13.1121 15.5400  C279 1.078
295 C -24.7220 21.3970 23.6500  O296 1.417, H304 1.136, H305 1.100, H306 1.104
296 O -25.4214 20.2892 24.1904  C295 1.417, C297 1.430
297 C -26.3431 19.7890 23.2188  O296 1.430, C298 1.526, H307 1.078, H308 1.098
298 C -27.3443 18.8328 23.8617  C297 1.526, N299 1.438, H309 1.095, H310 1.130
299 N -26.7515 17.5575 24.1594  C298 1.438, C300 1.456, H311 1.020
300 C -27.3955 16.9102 25.2939  N299 1.456, C301 1.525, H312 1.042, H313 1.079
301 C -26.7882 15.5172 25.4211  C300 1.525, O302 1.435, H314 1.129, H315 1.141
302 O -25.4018 15.7318 25.7220  C301 1.435, C303 1.400
303 C -24.6961 14.6434 26.2486  O302 1.400, H316 1.106, H317 1.121, H318 1.116
304 H -23.8535 21.6568 24.3340  C295 1.136
305 H -25.3731 22.2521 23.4139  C295 1.100
306 H -24.2974 21.0803 22.6818  C295 1.104
307 H -25.9409 19.3443 22.3232  C297 1.078
308 H -26.9933 20.5955 22.8546  C297 1.098
309 H -28.2826 18.8019 23.2987  C298 1.095
310 H -27.6998 19.4269 24.7546  C298 1.130
311 H -25.7316 17.5559 24.1357  N299 1.020
312 H -28.4096 16.8382 25.0669  C300 1.042
313 H -27.2038 17.4662 26.1987  C300 1.079
314 H -26.9300 14.8629 24.5121  C301 1.129
315 H -27.2381 15.0089 26.3386  C301 1.141
316 H -25.0675 14.3714 27.2538  C303 1.106
317 H -23.6302 14.9803 26.3299  C303 1.121
318 H -24.5966 13.7223 25.6273  C303 1.116
319 C -16.3082 5.6085 23.3229  O320 1.434, H328 1.089, H329 1.059, H330 1.095
320 O -17.2342 6.2292 22.4202  C319 1.434, C321 1.426
321 C -18.3502 5.3811 22.1562  O320 1.426, C322 1.490, H331 1.135, H332 1.057
322 C -19.3545 6.2166 21.4387  C321 1.490, N323 1.530, H333 1.086, H334 1.083
323 N -20.1342 7.1039 22.4110  C322 1.530, C324 1.453, H335 1.009
324 C -21.3928 6.5116 22.8323  N323 1.453, C325 1.526, H336 1.119, H337 1.074
325 C -22.1538 7.5412 23.6633  C324 1.526, O326 1.414, H338 1.036, H339 1.072
326 O -21.3136 7.8339 24.7617  C325 1.414, C327 1.421
327 C -21.8027 8.8976 25.5677  O326 1.421, H340 1.120, H341 1.074, H342 1.055
328 H -15.6562 6.4246 23.6324  C319 1.089
329 H -15.7508 4.7951 22.9378  C319 1.059
330 H -16.7829 5.2610 24.2463  C319 1.095
331 H -18.8177 4.9988 23.1171  C321 1.135
332 H -18.0533 4.4867 21.6768  C321 1.057
333 H -20.0778 5.6002 20.9130  C322 1.086
334 H -18.8087 6.8841 20.7843  C322 1.083
335 H -19.5040 7.3992 23.1414  N323 1.009
336 H -21.3354 5.5481 23.3977  C324 1.119
337 H -21.9332 6.4398 21.9072  C324 1.074
338 H -23.0690 7.2327 24.0395  C325 1.036
339 H -22.3108 8.3599 22.9897  C325 1.072
340 H -22.7520 8.5159 26.0225  C327 1.120
341 H -22.0109 9.7817 24.9956  C327 1.074
342 H -21.0199 9.0817 26.2513  C327 1.055

## Properties
2S+1	1
total energy	-5872.31718	hartree
total charge	0